# 1
Entry from the OMol25 dataset: a cluster of 2 separate species, H4O2 in total in a non-equilibrium geometry (ωB97M-V with the def2-TZVPD basis set).

Calculated values
largest force on an atom: 0.0466 Eh/bohr
orbital gap: 11.45 eV
energy: -4159.79793 eV
lowest unoccupied orbital energy: 0.65 eV

ORCA input file:
```
! RIJCOSX wB97M-V def2-TZVPD def2/J DEFGRID3
* xyz 0 1
O -0.189 1.633 -0.175
H -0.448 -1.471 -0.456
O 0.319 -1.127 0.108
H -0.072 0.667 -0.021
H 1.126 -1.614 -0.045
H -0.736 1.911 0.589
*
```

Atom charges from the Löwdin analysis, given in e for atoms 1 to 2: atom 1 (O): -0.101, atom 2 (H): 0.103

=====

# 2
Entry from the OMol25 dataset: a cluster of 2 separate species, C6H10NOS in total in a non-equilibrium geometry (ωB97M-V with the def2-TZVPD basis set).

Calculated values
largest force on an atom: 0.1273 Eh/bohr
orbital gap: 6.18 eV
energy: -20756.01749 eV
lowest unoccupied orbital energy: 3.46 eV

ORCA input file:
```
! RIJCOSX wB97M-V def2-TZVPD def2/J DEFGRID3
* xyz -1 1
H 1.556 1.381 -0.381
C -0.303 -0.644 1.709
C -0.430 1.082 -2.257
H -1.067 -1.477 1.417
H -0.191 -2.108 -0.604
H -2.754 0.040 0.649
H 0.779 -0.921 -1.599
H 1.527 -1.662 -0.184
C 0.112 -0.058 0.342
H 1.025 1.854 1.023
H -0.738 -0.058 2.526
H 0.631 -1.123 2.129
C -1.112 0.480 -0.394
N -2.353 0.471 -0.195
C 0.675 -1.294 -0.546
S -0.212 2.703 -2.398
O -0.303 0.074 -2.888
H 1.941 0.332 1.118
C 1.216 0.928 0.532
*
```

Atom charges from the Löwdin analysis, given in e for atoms 1 to 2: atom 1 (H): 0.050, atom 2 (C): -0.102

=====

# 3
Entry from the OMol25 dataset: a structure of composition C29H42GeN8O4RuSi3 (ωB97M-V with the def2-TZVPD basis set).

Calculated values
largest force on an atom: 0.0119 Eh/bohr
orbital gap: 6.15 eV
energy: -133597.54420 eV
lowest unoccupied orbital energy: -1.32 eV

ORCA input file:
```
! RIJCOSX wB97M-V def2-TZVPD def2/J DEFGRID3
* xyz 0 1
H -5.124 -2.697 2.071
C -2.135 3.223 2.532
C -2.315 4.318 1.657
H 0.674 -2.181 -6.085
H 3.095 0.686 0.672
C -1.053 -5.202 1.693
C 0.489 3.739 -1.531
N 1.903 -2.225 -3.128
C -1.227 -4.359 -1.261
C 1.489 0.492 3.807
H -2.145 -5.202 1.712
C 0.858 3.233 -2.769
C -4.000 -1.203 -2.642
H 0.516 3.724 -3.672
H -1.910 -2.173 4.808
C -2.930 0.893 -3.188
C -4.913 -1.011 -3.664
C -4.811 0.138 -4.429
H -2.221 -4.784 -1.103
H -4.047 -2.086 -2.020
O -0.972 0.237 -1.329
C -3.518 -0.030 2.918
O -2.215 -1.415 -0.516
C 1.745 1.961 -0.436
O -6.622 -0.500 -5.692
O -5.648 1.339 -6.200
H -0.723 -6.222 1.476
N 1.455 -1.150 -0.957
H -4.343 -2.210 0.560
C 1.679 -1.667 -1.965
Si 1.530 -0.714 2.339
N -5.770 0.342 -5.524
H 1.988 -3.679 -0.420
H 1.564 -5.381 -0.213
N 1.256 -2.402 -5.300
C -2.629 -2.662 4.150
H -5.693 -1.726 -3.874
N -3.090 3.141 4.912
N -0.776 1.367 1.453
H 1.973 -4.394 1.187
H -3.818 1.987 -4.823
H -2.313 -3.697 4.005
C -2.665 3.179 3.840
C 0.840 -2.240 3.248
H 2.810 0.661 -1.770
H 1.979 0.022 4.665
H -3.880 -3.722 1.350
C -3.004 -0.260 -2.409
N 0.158 -0.876 -3.961
H 0.837 -3.156 2.659
H -3.649 0.583 2.025
C -4.176 -2.685 1.527
C -3.841 1.101 -4.207
H 1.984 1.448 3.649
H -4.487 -0.101 3.419
H -2.160 1.624 -2.973
H 2.180 1.835 1.695
H -0.137 4.617 -1.446
H -0.158 -2.079 3.654
H -3.587 -2.675 4.678
H 3.441 -2.332 2.341
H -0.645 -5.075 -1.846
H 1.938 -3.134 -5.380
H -1.349 -3.453 -1.858
C 1.099 -1.822 -4.100
Si -0.377 -4.017 0.394
C 2.184 1.255 0.785
H 4.032 -0.695 2.582
H 1.494 -2.433 4.103
Ru 0.441 0.156 0.338
C -1.387 2.171 2.018
C 1.699 2.128 -2.862
C 2.139 1.505 -1.710
H -2.845 0.499 3.594
H 2.021 1.767 -3.831
C 3.318 -1.297 2.015
N -2.465 5.211 0.939
Si -2.886 -1.745 2.529
H -0.699 -4.947 2.694
H 0.695 3.538 0.581
C 1.463 -4.382 0.222
Ge -0.953 -1.737 1.034
H -0.455 -0.639 -4.721
H 3.604 -1.261 0.964
H 0.458 0.705 4.101
C 0.941 3.115 -0.381
H 0.020 -0.393 -3.079
C -1.998 -0.481 -1.336
*
```

Atom charges from the Löwdin analysis, given in e for atoms 1 to 2: atom 1 (H): 0.037, atom 2 (C): -0.280

=====

# 4
Entry from the OMol25 dataset: a cluster of 2 separate species, C10H18NO2 in total in a non-equilibrium geometry (ωB97M-V with the def2-TZVPD basis set).

Calculated values
largest force on an atom: 0.1108 Eh/bohr
orbital gap: 6.16 eV
energy: -16231.59910 eV
lowest unoccupied orbital energy: -5.27 eV

ORCA input file:
```
! RIJCOSX wB97M-V def2-TZVPD def2/J DEFGRID3
* xyz 1 1
H 3.941 -1.405 0.791
C -1.015 -0.215 -1.433
H 4.045 0.936 2.107
H 5.419 0.033 2.771
H -0.428 1.308 -3.238
C -5.419 1.284 -2.766
N -2.741 1.296 -3.072
C -2.292 -0.902 -0.607
H 1.691 -1.036 3.937
C -3.808 -0.388 -1.084
H 0.082 -0.495 -1.135
H -5.315 2.473 -2.755
H -4.753 -0.832 -0.536
H 3.865 -0.205 -0.513
O 2.218 -0.210 0.706
O 3.594 -0.760 3.260
H -2.880 1.986 -3.872
H -2.127 -1.671 0.276
H 2.000 0.588 3.304
C 1.642 -0.946 1.791
H 2.862 -1.669 -0.606
C -1.352 0.856 -2.662
C 3.279 -0.918 0.071
H 1.793 -2.023 1.651
C 4.403 0.379 2.976
H 0.564 -0.755 1.769
H -5.710 0.990 -3.862
C -3.929 0.718 -2.302
C 2.196 -0.480 3.142
H -6.248 1.024 -1.961
H 4.422 1.039 3.851
*
```

Atom charges from the Löwdin analysis, given in e for atoms 1 to 2: atom 1 (H): 0.089, atom 2 (C): 0.034

=====

# 5
Entry from the OMol25 dataset: a structure of composition HgI in a non-equilibrium geometry (ωB97M-V with the def2-TZVPD basis set).

Calculated values
largest force on an atom: 0.0396 Eh/bohr
orbital gap: 6.04 eV
energy: -12266.26714 eV
lowest unoccupied orbital energy: -9.25 eV

ORCA input file:
```
! RIJCOSX wB97M-V def2-TZVPD def2/J DEFGRID3
* xyz 1 1
Hg -0.987 0.382 -1.058
I 0.987 -0.382 1.058
*
```

For each atom in turn, the Löwdin charge in e is: atom 1 (Hg): 0.824, atom 2 (I): 0.176